Entry from OMol25: C43H58N5O4PRbS3Si3 as an isolated structure at a distorted geometry (ωB97M-V with the def2-TZVPD basis set).

Properties
Electronic energy (eV): -127262.0754
Gap between HOMO and LUMO (eV): 5.7262
Net charge: -1
ΔE to the lowest compared entry with this formula, charge and spin (kcal per mole): 0.0

The geometry in XYZ format:
```
118
Properties=species:S:1:pos:R:3:forces:R:3
Rb 10.67278 15.13978 14.25897 -0.14 -0.11 0.19
C 11.50149 15.70766 20.05699 -0.17 -0.64 -0.27
N 12.11792 16.12393 18.81927 0.02 0.72 -0.30
C 13.16216 15.45522 18.20953 0.64 -1.41 0.83
C 13.60498 16.15688 17.15763 -1.02 0.48 0.36
N 12.77120 17.29162 17.12657 0.40 -0.13 -0.46
C 11.84812 17.26062 18.13226 0.26 0.21 -0.56
S 10.67048 18.42475 18.36640 -0.31 -0.08 0.61
C 12.73552 18.14524 15.97542 -0.63 -0.60 0.46
C 13.82800 18.91456 15.66354 0.01 -0.05 0.29
C 13.88341 19.54145 14.43905 -0.28 -0.65 0.08
C 12.82717 19.33272 13.56148 -0.16 0.68 0.49
C 11.70803 18.66974 14.05862 -0.30 -0.99 -0.73
N 11.65145 18.02945 15.22570 0.53 0.45 -0.21
H 11.13800 14.69022 19.90673 -0.31 0.05 0.07
H 10.68699 16.37880 20.32680 0.17 -0.02 -0.13
H 12.25155 15.64423 20.83321 0.17 0.29 0.32
H 13.45655 14.48106 18.62228 -0.01 0.66 -0.47
H 14.28460 15.94744 16.35690 0.17 -0.07 -0.12
H 14.64454 18.98756 16.35314 0.26 0.00 0.29
H 14.79316 20.08114 14.28148 0.18 0.43 -0.81
H 12.78550 19.76342 12.57040 0.12 -0.06 -0.08
H 10.82892 18.49058 13.42807 0.32 0.35 0.15
O 12.61441 14.46709 12.26760 -0.90 -0.84 -0.35
S 13.80255 15.10289 12.76967 2.22 0.74 2.29
O 14.97570 14.24346 13.03089 -1.54 0.90 -0.54
O 13.50863 16.01422 13.92816 0.12 -1.02 -1.15
C 14.26887 16.23523 11.48182 0.17 -0.31 -0.10
C 15.62186 16.50518 11.34513 0.62 0.62 0.43
C 16.05867 17.54308 10.52053 0.01 -0.98 0.10
C 15.15102 18.16224 9.68119 0.77 0.11 0.55
C 13.84098 17.83431 9.77336 -1.85 -1.20 0.60
C 13.32806 16.86686 10.67924 0.84 0.76 -0.49
P 11.52737 16.63513 10.87172 -0.42 -0.91 -0.87
C 10.93228 17.96334 9.72947 -0.94 -1.04 -0.75
C 10.67612 17.81667 8.33066 0.76 0.94 1.70
C 10.20925 18.93132 7.65513 -0.23 -0.90 -0.34
C 9.80022 20.10205 8.28145 -0.03 0.53 -1.48
C 9.88554 20.15153 9.63735 -0.29 0.06 0.71
C 10.44140 19.08693 10.34328 0.04 1.05 1.40
C 11.10614 15.15373 9.75566 0.11 0.35 1.00
C 9.76217 14.76485 9.82414 0.72 1.53 0.01
C 9.32686 13.80490 8.95632 -1.98 -1.74 0.33
C 10.17354 13.17592 8.07361 1.14 0.51 0.55
C 11.54513 13.48819 8.07963 -0.66 -0.19 -0.16
C 12.01650 14.44100 8.95688 0.08 1.21 1.00
H 16.30546 15.94082 11.98583 -0.16 0.26 -0.27
H 17.09823 17.81859 10.47866 0.27 -0.06 0.04
H 15.47837 18.91506 9.00257 0.15 0.48 -0.45
H 13.09832 18.28314 9.15970 -0.12 0.58 -0.61
H 10.92110 16.87058 7.87458 -0.03 0.06 -0.39
H 10.04930 18.82710 6.60917 -0.03 0.06 -0.84
H 9.42237 20.94087 7.63749 0.26 -0.88 0.94
H 9.43173 20.95508 10.18529 0.04 0.37 0.23
H 10.47172 19.20320 11.45185 -0.01 -0.26 -0.91
H 9.07943 15.32904 10.47358 0.20 -0.47 -0.15
H 8.30610 13.34036 9.07190 0.95 0.95 -0.24
H 9.75234 12.37906 7.51763 0.02 -0.60 -0.80
H 12.22715 12.99788 7.40838 0.15 -0.30 -0.09
H 13.07652 14.69408 9.13344 -0.51 -0.34 -0.65
C 6.94185 15.63204 15.03908 -0.85 -1.26 0.51
O 7.94414 14.62214 15.23430 -0.12 1.64 -0.44
Si 7.62094 13.00339 14.96286 0.51 -0.85 -0.17
C 6.08162 12.73408 16.12866 -0.60 0.56 -0.89
C 7.09954 12.91748 13.07898 -0.61 -1.14 1.41
C 9.14732 12.05152 15.25042 -0.30 0.20 0.34
Si 9.67264 11.79988 17.02096 0.41 -0.05 -0.61
C 8.50597 12.53242 18.35021 -0.88 0.09 -0.67
C 11.40093 12.52652 17.57542 -1.49 0.90 -1.97
C 9.66354 9.93793 17.49948 0.86 -0.07 -1.40
Si 9.91457 10.95595 13.96948 0.74 0.67 0.27
C 8.95341 9.38001 13.51123 -0.61 0.43 0.56
C 11.57727 10.32336 14.64164 -0.52 -1.14 -0.12
C 10.39920 11.82196 12.23802 -2.35 -1.19 0.88
H 5.99206 15.19710 14.62791 0.78 0.36 0.09
H 7.24854 16.47297 14.43788 0.48 -0.02 -0.51
H 6.68265 16.04942 16.00400 -0.09 0.12 0.38
H 5.17331 13.08589 15.57206 0.57 -0.04 0.43
H 6.10992 13.27488 17.10145 0.12 -0.29 -0.80
H 5.87308 11.68451 16.31073 0.18 -0.27 0.17
H 6.08660 13.27211 12.88455 -0.07 0.01 0.00
H 7.15328 11.85830 12.77938 -0.21 0.20 0.04
H 7.76536 13.42052 12.42147 0.78 0.71 -0.44
H 8.46145 13.63199 18.38607 0.17 -0.22 -0.11
H 8.74950 12.16833 19.33875 0.35 -0.11 0.36
H 7.46365 12.20412 18.16301 0.59 0.05 0.12
H 11.33095 13.63962 17.59858 0.12 -0.72 0.02
H 12.17274 12.22827 16.88495 0.32 0.08 -0.54
H 11.70670 12.14836 18.49436 0.34 -0.56 2.04
H 8.93951 9.46151 16.84530 -0.52 0.00 0.09
H 9.33728 9.93550 18.49887 -0.58 -0.43 1.46
H 10.53544 9.26214 17.40190 -0.04 0.76 0.20
H 8.80954 8.64312 14.33819 -0.14 0.76 -0.51
H 9.44760 8.87242 12.71621 0.66 -0.53 -0.74
H 8.00493 9.72570 13.06569 -0.04 -0.38 0.45
H 11.44140 9.79087 15.60976 0.27 0.42 -0.65
H 12.31727 11.09416 14.72591 0.39 0.57 0.25
H 11.98275 9.60286 13.90885 -0.12 0.07 0.24
H 9.62380 11.46188 11.49318 0.95 0.45 0.52
H 11.39838 11.60233 11.90042 0.31 0.10 -0.10
H 10.21136 12.87672 12.40718 0.32 0.26 -0.36
C 11.09476 21.77316 17.27275 0.77 0.05 1.73
C 10.73992 21.47655 15.85531 0.06 0.25 0.74
C 11.33783 22.04865 14.77244 0.84 0.03 0.00
C 10.77794 21.76413 13.50802 -0.55 0.78 -0.46
N 9.68486 21.06226 13.38087 -0.33 -0.83 -0.12
C 9.16840 20.37656 14.44803 -0.60 -0.90 -0.88
S 7.99879 19.16107 14.30228 0.53 0.89 0.05
N 9.71533 20.62455 15.66878 0.26 0.97 -0.53
C 11.32656 22.36493 12.22610 -0.39 0.82 0.63
H 12.14098 22.12526 17.36062 -0.46 -0.18 -0.28
H 11.02197 20.89513 17.98843 -0.08 0.81 -1.19
H 10.48870 22.59610 17.72128 0.12 -0.55 -0.62
H 12.26183 22.63014 14.89173 -0.62 -0.18 -0.07
H 9.30736 20.16995 16.45113 -0.26 -0.68 0.71
H 11.09643 21.78109 11.35340 0.12 -0.62 -0.08
H 12.38607 22.51608 12.35367 0.48 0.07 -0.25
H 10.87106 23.35044 11.98576 0.19 -0.40 0.57
```
Positions in Å, forces in eV/Å.